ORCA calculation (ωB97M-V/def2-TZVPD) on an isolated molecule of C6H3Cl2NO5 in a non-equilibrium geometry.

```
17
Properties=species:S:1:pos:R:3
C 2.32 2.67 -0.31
O 1.40 1.65 0.20
C 0.69 1.09 -0.78
O 0.66 1.45 -1.98
C -0.17 -0.05 -0.34
O -0.39 -0.40 0.98
C -1.20 -1.50 1.01
N -1.65 -2.06 2.23
O -1.04 -1.79 3.25
O -2.67 -2.78 2.17
C -1.49 -1.91 -0.28
Cl -2.38 -3.33 -0.78
C -0.87 -0.92 -1.15
Cl -0.94 -0.97 -2.89
H 2.98 2.26 -1.05
H 2.97 3.05 0.51
H 1.78 3.55 -0.79
```

HOMO energy in eV: -10.26
Relative energy (zero: lowest compared OMol25 entry of this formula, charge and spin) in kJ/mol: 0.0
E in eV: -43038.5830
SMILES: COC(=O)c1oc([N+](=O)[O-])c(Cl)c1Cl
HOMO-LUMO gap in eV: 8.766

natural (NBO) atomic charge list, values in e, 4 entries: C -0.275; O -0.471; C 0.739; O -0.569